(1)
{
  "formula": "C13H14NS",
  "method": "wB97M-V/def2-TZVPD",
  "gap_ha": 0.287,
  "spin_multiplicity": 1,
  "e_tot_ha": -956.5040,
  "largest_force_ev_per_a": 0.43,
  "molar_mass_g_mol": 216.329,
  "charge": 1,
  "e_above_lowest_kcal_mol": 0.0,
  "species": ["C", "C", "C", "C", "C", "C", "C", "C", "C", "C", "S", "C", "C", "N", "C", "H", "H", "H", "H", "H", "H", "H", "H", "H", "H", "H", "H", "H", "H"],
  "xyz": [[2.43198, -2.29451, 1.17444], [2.30985, -1.00714, 0.40521], [3.29875, -0.59918, -0.48389], [3.17607, 0.58736, -1.18293], [2.06272, 1.39216, -1.00846], [1.06883, 1.00309, -0.12311], [-0.14548, 1.88923, 0.08684], [-1.41161, 1.09374, 0.09539], [-1.80246, 0.30792, -0.96314], [-2.97848, -0.43762, -0.88087], [-3.52058, -1.45503, -2.20068], [-3.76993, -0.35386, 0.28082], [-3.36046, 0.44881, 1.29308], [-2.20522, 1.13888, 1.18301], [1.20072, -0.18819, 0.57583], [2.89921, -2.13518, 2.14427], [1.44136, -2.71718, 1.34198], [2.99838, -3.02647, 0.60415], [4.17532, -1.21729, -0.62656], [3.95020, 0.89510, -1.87149], [1.95702, 2.31888, -1.55686], [-0.21064, 2.62885, -0.70993], [-0.02940, 2.40604, 1.04264], [-1.17989, 0.27849, -1.84565], [-2.29641, -1.81982, -2.59654], [-4.68498, -0.91803, 0.37484], [-3.91410, 0.56099, 2.21260], [-1.90270, 1.72572, 1.94961], [0.44196, -0.50579, 1.28542]],
  "atomic_forces_ev_per_a": [[-0.30, 0.05, -0.25], [0.04, -0.02, 0.07], [0.04, -0.05, 0.02], [0.10, 0.11, -0.08], [-0.17, 0.02, 0.01], [-0.07, 0.08, -0.16], [0.18, -0.25, 0.27], [-0.03, 0.06, 0.03], [-0.22, -0.24, 0.06], [0.08, -0.09, -0.24], [-0.11, -0.06, 0.30], [-0.05, -0.06, -0.42], [0.01, 0.16, 0.24], [0.15, 0.08, -0.02], [0.05, -0.10, 0.10], [0.12, -0.04, 0.02], [0.00, -0.04, 0.11], [0.17, -0.03, 0.11], [0.01, -0.04, -0.02], [0.05, -0.02, -0.02], [0.06, 0.03, -0.05], [0.03, 0.12, 0.04], [-0.12, 0.20, -0.05], [0.03, -0.02, -0.01], [0.09, 0.13, -0.15], [-0.02, -0.04, 0.01], [0.04, 0.04, 0.05], [-0.07, -0.01, 0.07], [-0.08, 0.03, -0.03]],
  "mulliken_charge": [-1.40, 0.51, -0.60, -0.66, -0.71, 0.67, -1.10, 0.25, -0.27, 0.45, -0.19, -0.56, -0.47, 0.03, -0.19, 0.30, 0.37, 0.38, 0.44, 0.39, 0.38, 0.40, 0.37, 0.51, 0.19, 0.44, 0.39, 0.29, 0.38]
}



(2)
{
  "formula": "C13H15BMgN3O2S4Sb",
  "method": "wB97M-V/def2-TZVPD",
  "gap_ha": 0.173,
  "spin_multiplicity": 1,
  "e_tot_ha": -2877.3402,
  "largest_force_ev_per_a": 0.15,
  "molar_mass_g_mol": 530.427,
  "charge": -2,
  "e_above_lowest_kcal_mol": 0.0,
  "species": ["Mg", "O", "C", "C", "C", "C", "N", "C", "C", "C", "C", "C", "C", "O", "C", "C", "N", "H", "H", "H", "H", "H", "H", "H", "H", "H", "H", "H", "H", "S", "Sb", "S", "S", "S", "B", "C", "N", "H", "H", "H"],
  "xyz": [[-1.95234, -0.15219, -1.57667], [4.87820, 0.60815, 0.59432], [4.56706, 0.12981, -0.70576], [3.07841, 0.02149, -0.88595], [2.56972, -0.31635, -2.13476], [1.20413, -0.44158, -2.28487], [0.35127, -0.23215, -1.28664], [0.82560, 0.10418, -0.09252], [2.19285, 0.22899, 0.15423], [-0.20430, 0.33900, 0.95992], [0.10792, 0.88047, 2.18719], [-0.92011, 1.09830, 3.11278], [-0.61849, 1.70391, 4.45384], [0.32280, 0.93201, 5.20661], [-2.20262, 0.77805, 2.74605], [-2.44234, 0.25891, 1.47255], [-1.46478, 0.01601, 0.61255], [5.82704, 0.53948, 0.72150], [5.01170, -0.85928, -0.86741], [4.96506, 0.80438, -1.47251], [3.22412, -0.48589, -2.98147], [0.76223, -0.71977, -3.23379], [2.56592, 0.48368, 1.13322], [1.12072, 1.16464, 2.43489], [-1.54936, 1.83087, 5.01418], [-0.16548, 2.68849, 4.33014], [0.07969, 0.00726, 5.09475], [-3.04445, 0.98567, 3.39284], [-3.44413, 0.04940, 1.11707], [-3.68116, 3.13986, 0.86040], [-3.84247, 2.40846, -1.32940], [-4.37936, 0.07359, -1.31897], [-1.64402, 2.17191, -2.23215], [-5.21728, 3.64824, -2.66678], [-1.04816, -4.45453, -3.65746], [-1.35081, -3.06245, -2.95328], [-1.56253, -2.04282, -2.45441], [-2.00521, -5.18025, -3.48088], [-0.87106, -4.23277, -4.83950], [-0.04400, -4.91517, -3.14387]],
  "atomic_forces_ev_per_a": [[0.08, -0.07, 0.05], [0.00, -0.02, 0.00], [-0.01, 0.00, 0.01], [-0.01, 0.01, 0.05], [0.00, -0.02, -0.05], [-0.03, 0.01, 0.03], [0.03, -0.03, -0.03], [-0.07, 0.03, 0.12], [0.01, 0.00, -0.09], [0.10, -0.02, -0.11], [-0.12, 0.00, 0.03], [0.11, 0.00, -0.01], [-0.01, 0.01, 0.00], [0.00, 0.00, -0.01], [-0.11, -0.04, -0.02], [0.07, 0.01, 0.04], [-0.02, 0.07, 0.05], [0.01, 0.01, 0.00], [0.00, 0.00, -0.01], [0.01, 0.00, 0.01], [0.00, 0.00, 0.01], [0.00, -0.01, 0.00], [0.01, 0.00, 0.00], [0.01, 0.00, 0.01], [0.01, 0.00, 0.00], [0.00, 0.00, 0.00], [0.01, 0.00, 0.01], [0.01, 0.00, 0.00], [-0.01, 0.00, 0.01], [0.00, 0.00, 0.00], [-0.08, 0.06, 0.00], [0.01, 0.02, -0.02], [0.05, 0.01, -0.02], [0.00, -0.03, -0.01], [0.05, 0.05, 0.06], [-0.02, -0.02, -0.05], [-0.09, 0.00, -0.05], [0.00, -0.01, 0.00], [0.00, 0.00, -0.01], [0.01, 0.00, 0.00]],
  "mulliken_charge": [0.68, -0.50, -0.56, 0.56, -1.03, -0.50, -0.01, 0.05, -0.51, 1.03, -0.59, 0.61, -0.70, -0.53, -0.91, -0.33, -0.37, 0.29, 0.30, 0.29, 0.38, 0.48, 0.44, 0.30, 0.31, 0.31, 0.34, 0.38, 0.50, -0.74, 0.89, -0.78, -0.71, -0.78, 0.04, 0.13, -0.34, -0.14, -0.14, -0.14]
}



(3)
{
  "formula": "C13H15BaBr2ClN2O3",
  "method": "wB97M-V/def2-TZVPD",
  "gap_ha": 0.213,
  "spin_multiplicity": 1,
  "e_tot_ha": -6472.6341,
  "largest_force_ev_per_a": 6.57,
  "molar_mass_g_mol": 579.863,
  "charge": 2,
  "species": ["C", "C", "C", "Br", "C", "C", "N", "C", "C", "C", "C", "O", "O", "C", "Cl", "C", "N", "C", "C", "O", "Br", "H", "H", "H", "H", "H", "H", "H", "H", "H", "H", "H", "H", "H", "H", "H", "Ba"],
  "xyz": [[-2.59348, 1.05917, -2.16001], [-1.79859, 0.32734, -0.99543], [-0.36211, 0.96714, -0.83033], [0.54622, 0.71908, -2.58314], [0.46885, 0.40614, 0.39584], [-0.41904, -0.36741, 1.43168], [-1.27507, -0.96880, 1.87850], [1.60954, -0.59519, 0.03691], [0.99474, -1.94636, -0.52205], [1.07994, -3.08747, 0.56530], [-0.28916, -3.76030, 0.85103], [-0.31332, -4.60693, 1.75701], [-1.53067, -3.41863, 0.14810], [0.99278, 1.68934, 1.18398], [2.03662, 1.21291, 2.62401], [-0.20958, 2.43150, 1.81638], [-1.16132, 3.04812, 1.84049], [1.88361, 2.64326, 0.30042], [1.44965, 4.15290, 0.35102], [1.89656, 4.81861, 1.19820], [0.22157, 4.87527, -1.01951], [-3.66993, 0.74286, -2.10380], [-2.23016, 0.78400, -3.17162], [-2.59465, 2.15524, -1.95432], [-1.77418, -0.76778, -1.21216], [-2.43400, 0.49002, -0.08406], [-0.55089, 2.07048, -0.76677], [2.39983, -0.16935, -0.62946], [2.17215, -0.90103, 0.96028], [1.65160, -2.24642, -1.37641], [-0.03518, -1.74807, -0.88637], [1.41780, -2.71267, 1.57113], [1.82041, -3.88803, 0.29365], [-2.05805, -2.90976, 0.82543], [2.93030, 2.61198, 0.69264], [1.94813, 2.35467, -0.77505], [-2.22091, -5.46585, 0.34849]],
  "atomic_forces_ev_per_a": [[-0.49, -0.60, 0.79], [-0.72, 0.91, -0.69], [-1.80, -0.74, -0.23], [-0.01, 0.12, 0.73], [0.48, 0.48, 1.57], [1.24, 1.87, -2.93], [-0.87, -1.50, 0.87], [0.41, -0.81, 0.51], [1.39, 0.36, -0.09], [-1.27, 0.61, -1.01], [3.68, 0.41, 2.94], [-1.42, 1.49, -2.52], [2.07, 3.16, 1.19], [-0.02, 0.62, 1.20], [-0.57, -0.17, -0.55], [2.98, -1.85, -2.24], [-1.75, 0.96, 0.63], [0.08, 0.33, -1.00], [0.27, -1.34, -0.10], [0.01, 1.09, 0.51], [0.46, -0.61, 0.44], [0.95, 0.23, -0.03], [-0.09, 0.50, 0.73], [0.19, -0.75, -0.48], [0.20, 0.71, 0.20], [0.94, -0.13, -0.52], [0.53, -0.95, 0.16], [-1.07, -0.18, 0.35], [-0.58, 0.74, -0.62], [-0.88, 0.17, 0.53], [0.77, -0.46, 0.18], [-0.52, -0.35, -0.76], [-0.84, 0.52, 0.20], [0.59, 0.98, -0.42], [-1.01, 0.17, -0.23], [-0.38, -0.15, 0.82], [-2.96, -5.87, -0.10]],
  "mulliken_charge": [-1.35, -0.07, -0.74, 0.05, 1.32, -0.32, -0.77, -1.41, -0.32, -0.76, 0.67, -0.63, -0.67, 1.04, -0.09, -0.29, -0.39, -0.35, 0.09, -0.37, -0.09, 0.40, 0.39, 0.33, 0.06, 0.36, 0.17, 0.50, 0.59, 0.49, 0.23, 0.39, 0.49, 0.45, 0.52, 0.30, 1.78]
}